[1]
Here is H4Li8O26S6 as an isolated structure from the Open Molecules 2025 dataset. Energies are from ωB97M-V with the def2-TZVPD basis set.

Properties
- lowest unoccupied orbital energy (eV) = 5.53
- HOMO (eV) = 2.7
- frontier orbital gap (Eh) = 0.1037

Structure (ORCA input):
```
! wB97M-V def2-TZVPD RIJCOSX def2/J DEFGRID3
* xyz -4 1
Li 1.760 -3.095 -1.199
Li 0.993 1.614 2.210
Li -1.529 0.294 1.134
Li -2.206 0.573 -1.511
Li 1.463 2.430 -1.800
Li 3.323 1.901 0.801
Li -1.417 -1.936 -0.398
Li 2.414 -1.628 1.642
S 2.927 3.924 3.086
O 2.699 5.312 2.670
O 4.382 3.625 3.205
O 2.197 3.557 4.305
O 2.428 3.003 1.968
S -0.917 3.028 0.011
O -0.733 2.088 1.173
O -1.633 4.211 0.456
O 0.432 3.399 -0.534
O -1.635 2.349 -1.100
S -1.121 -4.382 -1.524
O -0.702 -5.619 -0.845
O -1.410 -4.604 -2.956
O -2.257 -3.722 -0.853
O -0.028 -3.343 -1.399
S 1.174 -0.129 -0.442
O 1.881 -1.423 -0.226
O 1.628 0.767 0.635
O 1.640 0.517 -1.724
O -0.264 -0.311 -0.538
S -4.355 -0.637 0.529
O -4.715 -1.931 -0.053
O -2.949 -0.251 0.022
O -5.252 0.440 0.040
O -4.285 -0.676 1.994
S -0.236 -2.232 2.534
O -1.183 -1.670 1.524
O 0.896 -1.227 2.671
O -0.880 -2.391 3.837
O 0.398 -3.481 2.063
O 2.703 -0.002 -4.181
H 2.312 -0.046 -3.286
H 3.542 0.443 -4.049
O -0.735 0.732 -3.292
H -0.672 0.050 -3.969
H -0.077 0.477 -2.630
*
```

***

[2]
Here is C29H62BBrI2N3O11P2S2 as an isolated structure from the Open Molecules 2025 dataset. Energies are from ωB97M-V with the def2-TZVPD basis set.

Properties
- lowest unoccupied orbital energy (eV) = -2.71
- HOMO (eV) = -10.9
- frontier orbital gap (Eh) = 0.3005

Structure (ORCA input):
```
! wB97M-V def2-TZVPD RIJCOSX def2/J DEFGRID3
* xyz 1 1
C -2.864 0.962 -0.357
C -1.505 0.247 -0.227
C -0.395 1.139 0.317
Br -0.115 2.585 -0.964
C 0.929 0.398 0.744
C 1.874 0.101 -0.435
C 1.368 -0.888 -1.505
C 1.086 -0.273 -2.881
O 1.085 -1.262 -3.892
C -0.147 -1.946 -4.015
O 0.496 -0.863 1.287
C 0.382 -1.308 2.667
C -0.889 -2.150 2.627
P 1.863 -2.600 2.821
C 2.138 -3.029 1.061
C 1.085 -4.245 3.196
C 0.454 -4.595 4.551
C 0.223 -0.051 3.718
C -1.282 0.164 4.027
C -2.235 0.695 2.961
O -2.017 2.115 2.911
C -3.026 2.904 2.478
O -3.100 4.004 2.807
C 0.880 0.006 5.150
I 1.838 -1.600 6.092
C 0.862 1.076 5.960
C 1.451 1.129 7.357
I 0.054 2.993 5.529
N 0.751 1.231 3.054
C 1.659 1.192 1.831
P 3.344 0.574 2.403
N 4.437 1.648 2.105
B 2.074 2.784 1.518
O 2.756 3.182 0.422
N 1.660 3.713 2.558
C 2.666 4.757 2.828
C 0.343 4.331 2.324
H -3.690 0.288 -0.121
H -2.903 1.875 0.249
H -3.000 1.297 -1.390
H -1.223 -0.120 -1.216
H -1.616 -0.629 0.415
H -0.782 1.677 1.190
H 2.797 -0.317 -0.027
H 2.156 1.041 -0.917
H 2.158 -1.626 -1.689
H 0.512 -1.463 -1.140
H 1.898 0.415 -3.140
H 0.124 0.260 -2.906
H -0.455 -2.426 -3.075
H -0.951 -1.269 -4.340
H -0.014 -2.723 -4.772
H -1.767 -1.573 2.336
H -0.754 -2.907 1.851
H -1.103 -2.637 3.579
H 2.920 -2.418 0.611
H 2.508 -4.061 1.083
H 1.243 -3.014 0.437
H 1.940 -4.912 3.025
H 0.373 -4.501 2.403
H 1.199 -4.966 5.261
H -0.276 -5.400 4.408
H -0.063 -3.764 5.028
H -1.680 -0.751 4.474
H -1.352 0.884 4.844
H -3.258 0.458 3.274
H -2.100 0.271 1.963
H -3.702 2.409 1.764
H 1.005 0.357 7.994
H 2.536 0.969 7.326
H 1.273 2.095 7.822
H -0.005 1.908 2.904
H 1.328 1.709 3.755
H 3.565 -0.708 1.906
H 3.056 0.400 3.766
H 5.244 1.309 1.592
H 3.450 2.571 0.139
H 2.534 5.629 2.174
H 3.668 4.346 2.692
H 2.560 5.093 3.866
H -0.427 3.583 2.094
H 0.004 4.864 3.219
H 0.378 5.040 1.488
O 6.405 -0.780 -8.082
S 5.873 0.373 -7.421
O 6.072 0.515 -6.009
O 4.325 0.486 -7.752
C 3.523 -0.710 -7.569
C 3.226 -0.993 -6.114
C 6.393 1.840 -8.234
H 4.030 -1.547 -8.050
H 2.616 -0.503 -8.133
H 4.135 -1.271 -5.583
H 2.513 -1.812 -6.032
H 2.806 -0.113 -5.628
H 6.204 1.735 -9.298
H 7.459 1.939 -8.039
H 5.849 2.682 -7.815
O -5.759 -2.076 -3.620
S -6.324 -0.960 -2.923
O -5.922 -0.716 -1.567
O -7.898 -1.028 -3.011
C -8.544 -2.281 -2.648
C -8.638 -2.474 -1.152
C -6.111 0.512 -3.860
H -8.013 -3.098 -3.137
H -9.529 -2.202 -3.102
H -7.656 -2.625 -0.706
H -9.252 -3.350 -0.945
H -9.095 -1.604 -0.682
H -6.452 0.331 -4.876
H -5.047 0.739 -3.847
H -6.679 1.310 -3.389
*
```

***

[3]
Here is a 3-piece molecular cluster, C2H11N3O2 overall from the Open Molecules 2025 dataset. Energies are from ωB97M-V with the def2-TZVPD basis set.

Properties
- SMILES = [H]/N=C(\N)NC.O.O
- lowest unoccupied orbital energy (eV) = 0.50
- HOMO (eV) = -9.2
- frontier orbital gap (Eh) = 0.3574

Structure (ORCA input):
```
! wB97M-V def2-TZVPD RIJCOSX def2/J DEFGRID3
* xyz 0 1
H 0.594 0.207 -1.811
N 0.308 0.319 -0.840
C -0.374 -0.714 -0.473
N -0.548 -1.818 -1.290
N -0.825 -0.768 0.826
C -0.230 0.119 1.854
H -1.122 -2.562 -0.907
H -0.920 -1.714 -2.225
H -1.750 -1.048 1.102
H 0.518 -0.459 2.394
H 0.188 0.967 1.323
H -1.044 0.508 2.459
O 3.483 -0.344 -0.221
H 3.238 -1.242 0.063
H 2.616 0.041 -0.395
O -1.693 2.952 -0.335
H -1.561 2.179 -0.902
H -0.878 3.376 -0.621
*
```

***

[4]
Here is an isolated ion of composition C3H6N2O2 and charge -1 from the Open Molecules 2025 dataset. Energies are from ωB97M-V with the def2-TZVPD basis set.

Properties
- lowest unoccupied orbital energy (alpha / beta) (eV) = 4.09 / 4.12
- HOMO (alpha / beta) (eV) = 1.1 / -4.8
- frontier orbital gap (alpha / beta) (Eh) = 0.1110 / 0.3283

Structure (ORCA input):
```
! wB97M-V def2-TZVPD RIJCOSX def2/J DEFGRID3
* xyz -1 2
C 1.269 1.589 -0.545
N 0.921 0.965 0.584
C -0.104 0.005 0.818
C -0.239 -1.047 -0.306
N -1.501 -1.717 -0.197
O 0.630 -1.235 -1.149
O 2.093 2.496 -0.638
H 0.871 1.009 -1.440
H 1.104 1.506 1.424
H -0.039 -0.513 1.794
H -1.035 0.575 0.762
H -1.592 -2.432 -0.932
H -2.380 -1.200 -0.174
*
```

***

[5]
Here is C11H12N4O6S2 in the gas phase from the Open Molecules 2025 dataset. Energies are from ωB97M-V with the def2-TZVPD basis set.

Properties
- SMILES = NC1=NC(=O)[C@@H]2SC(=O)N([C@H]3O[C@H](CO)S[C@H]3CC(=O)O)C2=N1
- lowest unoccupied orbital energy (eV) = -0.60
- HOMO (eV) = -9.7
- frontier orbital gap (Eh) = 0.3344

Structure (ORCA input):
```
! wB97M-V def2-TZVPD RIJCOSX def2/J DEFGRID3
* xyz 0 1
N 0.129 2.510 -3.182
C -0.259 1.202 -3.127
N -0.367 0.571 -4.247
C -0.456 -0.745 -4.102
O -0.697 -1.458 -5.017
C 0.221 -1.435 -2.966
S 0.038 -3.129 -2.491
C -0.057 -2.628 -0.726
O -0.101 -3.484 0.258
N 0.062 -1.260 -0.565
C -0.279 -0.644 0.715
O 0.760 -0.989 1.611
C 0.300 -0.629 2.980
C -0.290 -1.892 3.644
O -1.644 -2.540 3.205
S -0.863 0.809 2.800
C -0.375 0.846 0.952
C 0.810 1.694 0.759
C 0.473 3.141 0.699
O 0.268 3.614 -0.345
O 0.469 3.913 1.882
C -0.097 -0.604 -1.777
N -0.249 0.658 -1.888
H 0.264 2.881 -4.131
H 0.286 2.991 -2.323
H 1.245 -1.438 -3.272
H -1.222 -1.136 1.074
H 1.166 -0.308 3.720
H -0.577 -1.690 4.670
H 0.421 -2.704 3.641
H -1.481 -3.428 2.890
H -1.172 1.227 0.409
H 1.291 1.356 -0.063
H 1.506 1.417 1.618
H 0.476 3.313 2.696
*
```

***

[6]
Here is C7H5ClNO8Rh as an isolated structure from the Open Molecules 2025 dataset. Energies are from ωB97M-V with the def2-TZVPD basis set.

Properties
- lowest unoccupied orbital energy (alpha / beta) (eV) = -9.88 / -10.72
- HOMO (alpha / beta) (eV) = -17.3 / -17.8
- frontier orbital gap (alpha / beta) (Eh) = 0.2737 / 0.2610

Structure (ORCA input):
```
! wB97M-V def2-TZVPD RIJCOSX def2/J DEFGRID3
* xyz 2 5
Rh 1.560 -0.419 0.218
O 0.508 3.375 -0.661
C 0.665 2.134 -0.384
O 1.771 1.589 -0.208
C -0.591 1.321 -0.273
C -1.911 1.708 -0.421
C -2.891 0.730 -0.256
C -2.553 -0.589 0.050
C -1.213 -0.907 0.184
N -0.309 0.055 0.014
C -0.532 -2.213 0.510
O -1.162 -3.309 0.723
O 0.712 -2.236 0.576
H 1.352 3.866 -0.723
H -2.165 2.734 -0.655
H -3.934 0.998 -0.365
H -3.333 -1.329 0.177
H -2.130 -3.272 0.667
O 4.671 0.004 -0.285
Cl 4.061 -1.005 0.548
O 4.208 -2.370 0.118
O 1.491 -0.025 2.051
O 1.723 -0.840 -1.604
*
```

***

[7]
Here is C3H5NOS as an isolated structure from the Open Molecules 2025 dataset. Energies are from ωB97M-V with the def2-TZVPD basis set.

Properties
- lowest unoccupied orbital energy (alpha / beta) (eV) = 0.82 / -2.69
- HOMO (alpha / beta) (eV) = -6.3 / -9.5
- frontier orbital gap (alpha / beta) (Eh) = 0.2613 / 0.2484

Structure (ORCA input):
```
! wB97M-V def2-TZVPD RIJCOSX def2/J DEFGRID3
* xyz 0 3
C -1.106 -0.474 -0.041
C -0.495 0.598 0.902
C 0.452 0.807 -0.299
N -0.375 0.001 -1.079
O -1.831 -1.376 -0.018
S 2.314 -0.658 0.177
H -1.199 1.410 1.219
H -0.097 0.080 1.777
H 0.973 1.711 -0.547
H -0.346 -0.257 -2.060
H 1.709 -1.843 -0.030
*
```

***

[8]
Here is C15H14BiN5O4S2Se2 as an isolated structure from the Open Molecules 2025 dataset. Energies are from ωB97M-V with the def2-TZVPD basis set.

Properties
- lowest unoccupied orbital energy (eV) = 0.14
- HOMO (eV) = -8.2
- frontier orbital gap (Eh) = 0.3072

Structure (ORCA input):
```
! wB97M-V def2-TZVPD RIJCOSX def2/J DEFGRID3
* xyz 0 1
Bi 0.004 0.054 -0.228
Se 1.263 2.777 0.382
Se 2.257 2.629 2.560
C 3.174 0.962 2.309
C 4.242 0.604 3.130
C 4.972 -0.515 2.784
C 4.621 -1.226 1.640
C 3.524 -0.798 0.914
N 2.806 0.262 1.252
C -0.475 2.818 1.167
C -1.060 3.984 1.637
C -2.358 3.922 2.110
C -3.024 2.702 2.098
C -2.359 1.591 1.617
N -1.107 1.653 1.189
H 4.486 1.223 3.980
H 5.825 -0.809 3.375
H 5.191 -2.083 1.318
H 3.218 -1.293 -0.001
H -0.503 4.906 1.596
H -2.842 4.816 2.477
H -4.043 2.622 2.440
H -2.817 0.616 1.570
O -0.230 3.287 -1.376
S -0.396 2.079 -2.187
O -0.929 2.306 -3.486
O 0.851 1.277 -2.156
O -1.385 1.164 -1.364
C -1.945 -4.546 -3.272
N -1.546 -3.198 -2.977
C -1.490 -2.157 -3.859
C -0.985 -1.090 -3.176
N -0.730 -1.478 -1.901
C -1.092 -2.740 -1.802
H -2.563 -4.545 -4.166
H -2.516 -4.960 -2.442
H -1.067 -5.173 -3.450
H -1.820 -2.252 -4.872
H -0.790 -0.088 -3.497
H -1.058 -3.317 -0.901
S -2.218 -2.840 2.928
C -1.722 -1.910 1.770
N -1.362 -1.233 0.867
*
```